#w
Molecular formula: C6H15NO
Method: DFT, the ωB97M-V functional and the def2-TZVPD basis

Element x y z (Å)
C: 0.90765 -0.19245 0.17567
C: 0.11431 0.33557 -0.92786
C: -0.54441 -2.88751 -0.47565
C: 0.55709 2.59105 0.44896
C: 0.40213 -0.41206 1.57330
C: -1.37421 0.52252 -0.85597
N: 1.03551 1.47458 -0.35617
O: 0.48372 -2.01777 -0.72617
H: 1.72905 1.75080 -1.04096
H: 1.93687 -0.48314 0.00776
H: 0.48156 0.05710 -1.90862
H: -0.75064 -3.05048 0.61066
H: -0.34865 -3.89610 -0.88927
H: -1.52411 -2.57253 -0.91144
H: 0.03515 3.33842 -0.15391
H: 1.39418 3.06166 0.96652
H: -0.13820 2.23929 1.20495
H: -0.63844 -0.13313 1.72384
H: 0.47918 -1.48041 1.77090
H: 1.00908 0.11055 2.31303
H: -1.73120 0.79226 0.13578
H: -1.69773 1.28780 -1.56383
H: -1.81787 -0.43601 -1.12151

Charge: 0
HOMO-LUMO gap, eV: 7.499
LUMO energy, eV: 0.6
E_HOMO, eV: -6.93
Molecular weight, Da: 117.2

Atomic partial charges in e from the Mulliken method, atoms 1 to 5:
1. C 0.715
2. C 0.168
3. C -0.642
4. C -0.896
5. C -1.497



#x
Molecular formula: C6H15NO
Method: DFT, the ωB97M-V functional and the def2-TZVPD basis

Element x y z (Å)
C: -3.47309 0.21774 0.15102
O: -3.31991 -0.71595 -1.31077
C: -2.16953 0.94686 0.19804
C: -1.05426 -0.06930 0.30946
C: 0.38850 0.51606 0.13664
C: 1.55089 -0.52543 0.11473
N: 2.89588 0.36569 -0.77950
C: 4.05130 -0.34298 -0.29551
H: -4.34099 0.84928 -0.04812
H: -3.92767 -0.23033 1.11163
H: -3.47191 -0.86952 -0.20421
H: -2.04087 1.57359 1.04540
H: -2.17708 1.53825 -0.70719
H: -1.22335 -0.70104 -0.53331
H: -1.15183 -0.72732 1.20238
H: 0.56906 1.30545 0.96035
H: 0.48938 1.06404 -0.80858
H: 2.06532 -0.55280 1.01545
H: 1.24495 -1.52010 -0.07784
H: 2.05494 -0.41998 -1.01250
H: 4.03672 -0.39852 0.74759
H: 3.97234 -1.44626 -0.59875
H: 5.03118 0.14256 -0.61642

Charge: 0
HOMO-LUMO gap, eV: 9.277
LUMO energy, eV: 0.7
E_HOMO, eV: -8.55
Molecular weight, Da: 117.2

Atomic partial charges in e from the Mulliken method, atoms 1 to 5:
1. C -0.654
2. O -0.515
3. C -0.406
4. C -0.712
5. C -0.643



Preferred: #w; penalty for the next structure: 445.9 kJ/mol.



#w
Molecular formula: C6H15NO
Method: DFT, the ωB97M-V functional and the def2-TZVPD basis

Element x y z (Å)
C: 1.33097 -0.76042 -0.35168
C: 0.43511 -1.88726 -1.02096
C: 1.29713 -0.94817 1.11684
O: 1.79240 -1.88630 1.80696
N: 0.63567 -0.00540 2.01985
H: 2.41187 -1.02536 -0.52425
H: 1.32825 0.29228 -0.92408
H: -0.59294 -1.86016 -0.69681
H: 0.72082 -0.29989 2.98227
H: 0.24890 0.88779 1.64866
H: 0.56082 -2.92115 -0.85224
H: 0.48301 -1.73680 -2.12938
C: -1.48968 1.61602 -1.59609
C: -1.08199 2.78702 -0.72206
C: -2.32118 0.54828 -0.86636
H: -1.86347 2.12958 -2.41609
H: -0.59435 1.16075 -1.89772
H: -0.15060 3.41730 -0.83752
H: -1.89369 0.20650 0.14230
H: -3.35484 0.86381 -0.68874
H: -2.21338 -0.34689 -1.45712
H: -1.96623 3.60527 -0.63147
H: -0.93522 2.62232 0.32948

Charge: 0
SMILES string: CCC(N)=O.CCC
HOMO-LUMO gap, eV: 10.560
LUMO energy, eV: 0.8
E_HOMO, eV: -9.73
Molecular weight, Da: 117.2

Atomic partial charges in e from the Mulliken method, atoms 1 to 5:
1. C -0.008
2. C -1.178
3. C 0.287
4. O -0.651
5. N -0.373



#x
Molecular formula: C6H15NO
Method: DFT, the ωB97M-V functional and the def2-TZVPD basis

Element x y z (Å)
C: 0.36626 -0.49176 1.20147
C: 0.53116 -0.35393 2.68254
C: 0.91224 -1.79872 0.66122
O: 0.21828 -2.74652 0.29836
N: 2.29840 -1.70812 0.75339
H: -0.71810 -0.41224 1.02144
H: 0.86712 0.25426 0.65993
H: 1.49340 0.25839 2.92311
H: 0.75196 -1.22361 3.30196
H: 2.94496 -2.40373 0.49769
H: 2.73340 -0.81193 0.91531
H: -0.45324 0.02266 3.05732
C: -1.33026 0.67886 -1.42188
C: 0.25443 0.51658 -1.73932
C: -2.15082 1.97012 -1.57661
H: -1.62788 0.19993 -0.39645
H: -1.81369 -0.00043 -2.24672
H: 0.86026 1.25257 -1.15847
H: 0.53531 -0.52177 -1.69634
H: -3.09485 1.61052 -1.73533
H: 0.39944 0.78642 -2.81302
H: -1.72783 2.42787 -2.60491
H: -2.24995 2.49458 -0.58472

Charge: 0
SMILES string: CCC(N)=O.CCC
HOMO-LUMO gap, eV: 10.455
LUMO energy, eV: 0.8
E_HOMO, eV: -9.70
Molecular weight, Da: 117.2

Atomic partial charges in e from the Mulliken method, atoms 1 to 5:
1. C 0.225
2. C -1.131
3. C 0.535
4. O -0.625
5. N -0.349



Preferred: #x; penalty for the next structure: 21.1 kJ/mol.



#w
Molecular formula: C4H8O2S
Method: DFT, the ωB97M-V functional and the def2-TZVPD basis

Element x y z (Å)
C: -0.59888 0.17998 -0.73454
C: -0.86485 0.91911 0.58833
C: 0.46869 0.36795 1.13247
C: 0.29625 -0.74891 0.11726
H: -1.57509 -0.66383 -2.70385
H: -0.01662 0.81478 -1.36926
H: -1.68506 0.48321 1.18088
H: -0.97340 2.01221 0.57182
H: 0.39886 0.07296 2.19872
H: 2.14909 0.59450 0.32082
H: -0.26129 -1.60996 0.48619
H: 1.60965 -1.96866 -0.81199
O: 1.60753 1.11266 0.90657
O: 1.55264 -1.12256 -0.41030
S: -2.10751 -0.44343 -1.47313

Charge: 0
SMILES string: O[C@H]1[C@@H](O)C[C@@H]1S
HOMO-LUMO gap, eV: 9.715
LUMO energy, eV: 0.6
E_HOMO, eV: -9.13
Molecular weight, Da: 120.2

Atomic partial charges in e from the Mulliken method, atoms 1 to 5:
1. C -0.129
2. C -0.806
3. C 0.039
4. C -0.064
5. H 0.125



#x
Molecular formula: C4H8O2S
Method: DFT, the ωB97M-V functional and the def2-TZVPD basis

Element x y z (Å)
C: 0.24600 0.10760 -0.09605
C: 1.53192 -0.14422 0.05594
C: -0.32331 1.46852 -0.36142
C: 2.10718 -1.48346 0.39678
O: -3.73527 0.66658 0.87944
O: -3.55752 -0.76294 -1.10851
S: -3.08776 -0.43933 0.20574
H: -0.62524 -0.72525 -0.07505
H: 2.16195 0.66281 0.08380
H: -0.36136 1.84377 -1.33436
H: 0.26733 2.14949 0.10947
H: -1.25953 1.69587 -0.07950
H: 1.71349 -2.03864 -0.42598
H: 1.78379 -1.67111 1.46664
H: 3.13834 -1.32969 0.28307

Charge: 0
HOMO-LUMO gap, eV: 8.298
LUMO energy, eV: -1.1
E_HOMO, eV: -9.44
Molecular weight, Da: 120.2

Atomic partial charges in e from the Mulliken method, atoms 1 to 5:
1. C 0.476
2. C -0.396
3. C -1.341
4. C -1.037
5. O -0.393



Preferred: #w; penalty for the next structure: 115.6 kJ/mol.



#w
Molecular formula: C3H6O
Method: DFT, the ωB97M-V functional and the def2-TZVPD basis

Element x y z (Å)
C: -0.99599 0.76111 0.62561
C: -0.09277 0.11096 -0.37596
C: 0.97262 -0.59556 -0.01493
O: 1.81236 -1.22854 -0.90523
H: -1.94730 0.26580 0.77466
H: -0.55978 1.17819 1.53501
H: -1.50940 1.68065 0.19710
H: -0.50875 0.12774 -1.38270
H: 1.52033 -0.40854 0.91449
H: 1.30868 -1.89180 -1.36805

Charge: 0
SMILES string: C/C=C/O
HOMO-LUMO gap, eV: 10.062
LUMO energy, eV: 1.1
E_HOMO, eV: -8.97
Molecular weight, Da: 58.1

Atomic partial charges in e from the Mulliken method, atoms 1 to 5:
1. C -1.058
2. C -0.083
3. C -0.157
4. O -0.496
5. H 0.278



#x
Molecular formula: C3H6O
Method: DFT, the ωB97M-V functional and the def2-TZVPD basis

Element x y z (Å)
C: 1.07647 -0.73675 -0.91692
C: -0.20830 -0.17401 -0.41288
C: -1.00427 1.11086 1.30716
O: -0.18442 0.94034 0.28043
H: 1.78214 0.05526 -1.19319
H: 0.91001 -1.37756 -1.79031
H: 1.56856 -1.36837 -0.15496
H: -1.10152 -0.77804 -0.24694
H: -1.36203 2.12405 1.44699
H: -1.47663 0.20423 1.68062

Charge: 0
HOMO-LUMO gap (spin up / spin down), eV: 8.056 / 8.546
LUMO energy (spin up / spin down), eV: 0.8 / 1.0
E_HOMO (spin up / spin down), eV: -7.23 / -7.55
Molecular weight, Da: 58.1

Atomic partial charges in e from the Mulliken method, atoms 1 to 5:
1. C -0.908
2. C -0.136
3. C -0.480
4. O -0.241
5. H 0.285



Preferred: #w; penalty for the next structure: 231.4 kJ/mol.



#w
Molecular formula: C3H6O
Method: DFT, the ωB97M-V functional and the def2-TZVPD basis

Element x y z (Å)
C: 0.17200 0.63616 1.15787
C: -0.24019 -0.46660 0.33356
O: -1.05165 -1.34978 0.68632
C: -0.07754 -0.13459 -1.15677
H: -0.44877 0.90516 2.02145
H: 0.99668 -0.74148 0.61170
H: 0.93732 1.34891 0.86435
H: 0.07056 -1.07247 -1.67847
H: -1.05784 0.27996 -1.41921
H: 0.69942 0.59474 -1.42080

Charge: 0
HOMO-LUMO gap (spin up / spin down), eV: 8.183 / 8.185
LUMO energy (spin up / spin down), eV: -0.9 / -0.9
E_HOMO (spin up / spin down), eV: -9.05 / -9.05
Molecular weight, Da: 58.1

Atomic partial charges in e from the Mulliken method, atoms 1 to 5:
1. C -0.701
2. C 0.653
3. O -0.654
4. C -0.889
5. H 0.256



#x
Molecular formula: C3H6O
Method: DFT, the ωB97M-V functional and the def2-TZVPD basis

Element x y z (Å)
O: 1.70665 -0.59700 0.23809
C: 0.43094 -0.26084 -0.22055
C: -0.29977 0.99571 0.00741
C: -0.84658 -0.34100 0.50685
H: 1.81526 -0.96981 -0.64768
H: 0.35109 -0.62339 -1.26448
H: -0.71661 1.43152 -0.89320
H: 0.05663 1.70368 0.74898
H: -1.63939 -0.82406 -0.05341
H: -0.85822 -0.51482 1.57797

Charge: 0
SMILES string: OC1CC1
HOMO-LUMO gap, eV: 10.475
LUMO energy, eV: 0.9
E_HOMO, eV: -9.58
Molecular weight, Da: 58.1

Atomic partial charges in e from the Mulliken method, atoms 1 to 5:
1. O -0.483
2. C 0.162
3. C -0.604
4. C -0.602
5. H 0.357



#y
Molecular formula: C3H6O
Method: DFT, the ωB97M-V functional and the def2-TZVPD basis

Element x y z (Å)
C: -0.84839 0.46364 0.76392
C: 0.44862 0.30594 0.07676
C: 0.65012 -0.77074 -0.81189
H: -1.57098 0.33363 -0.05381
H: -0.94074 1.59312 1.06594
H: -1.24678 -0.35996 1.55810
H: 1.32057 0.60960 0.65266
H: -0.14953 -1.42037 -1.20767
H: 1.62800 -1.32182 -0.80758
O: 0.70912 0.56696 -1.23641

Charge: 0
SMILES string: C[C@H]1CO1
HOMO-LUMO gap, eV: 11.513
LUMO energy, eV: 1.1
E_HOMO, eV: -10.37
Molecular weight, Da: 58.1

Atomic partial charges in e from the Mulliken method, atoms 1 to 5:
1. C -1.010
2. C 0.266
3. C -0.377
4. H 0.289
5. H 0.241



#z
Molecular formula: C3H6O
Method: DFT, the ωB97M-V functional and the def2-TZVPD basis

Element x y z (Å)
C: -1.63847 -0.10540 0.03375
C: 0.68486 0.15556 -0.19983
C: 1.96446 -0.27150 -0.01887
H: -1.91581 -0.13008 1.15120
H: -1.53116 1.01274 -0.35422
H: -2.61717 -0.49783 -0.55410
H: 0.43469 1.25524 -0.14075
H: 2.72990 0.49205 0.11588
H: 2.26407 -1.24214 0.19768
O: -0.37536 -0.66864 -0.23075

Charge: 0
SMILES string: C=COC
HOMO-LUMO gap, eV: 9.862
LUMO energy, eV: 1.1
E_HOMO, eV: -8.78
Molecular weight, Da: 58.1

Atomic partial charges in e from the Mulliken method, atoms 1 to 5:
1. C -0.505
2. C 0.232
3. C -0.773
4. H 0.230
5. H 0.226



Preferred: #x; penalty for the next structure: 6.6 kJ/mol.



#w
Molecular formula: C3H6O
Method: DFT, the ωB97M-V functional and the def2-TZVPD basis

Element x y z (Å)
C: -1.22327 0.21879 0.09466
C: 0.04731 -0.53573 -0.21865
C: 1.32073 0.16389 -0.12258
O: 1.02165 -0.82816 0.83762
H: -2.09082 -0.42335 0.25743
H: -1.51739 0.94816 -0.67587
H: -1.03333 0.79972 0.99906
H: 0.06130 -1.51867 -0.68876
H: 2.12947 0.03903 -0.84540
H: 1.28436 1.13631 0.36250

Charge: 0
SMILES string: C[C@H]1CO1
HOMO-LUMO gap, eV: 11.309
LUMO energy, eV: 1.2
E_HOMO, eV: -10.12
Molecular weight, Da: 58.1

Atomic partial charges in e from the Mulliken method, atoms 1 to 5:
1. C -1.106
2. C 0.236
3. C -0.430
4. O -0.417
5. H 0.281



#x
Molecular formula: C3H6O
Method: DFT, the ωB97M-V functional and the def2-TZVPD basis

Element x y z (Å)
C: -1.57521 0.06178 0.36659
C: -0.47890 -0.86556 -0.05058
C: 1.62916 -0.03866 -0.34971
O: 0.60793 -0.39726 0.57409
H: -2.47775 -0.40646 0.74983
H: -1.83567 0.48197 -0.62036
H: -1.21439 0.88066 0.99845
H: 1.25495 -0.22509 -1.35792
H: 2.56703 -0.55919 -0.17101
H: 1.74144 1.03774 -0.19099

Charge: 0
HOMO-LUMO gap, eV: 9.008
LUMO energy, eV: 0.7
E_HOMO, eV: -8.28
Molecular weight, Da: 58.1

Atomic partial charges in e from the Mulliken method, atoms 1 to 5:
1. C -0.716
2. C -0.169
3. C -0.555
4. O -0.157
5. H 0.290



#y
Molecular formula: C3H6O
Method: DFT, the ωB97M-V functional and the def2-TZVPD basis

Element x y z (Å)
C: -0.90534 0.67547 0.11576
C: -0.38214 -0.68302 -0.22361
C: 0.94255 -0.31636 0.44683
O: 2.02080 0.35566 -0.13476
H: -0.52198 1.52773 -0.43437
H: -1.37652 0.68032 1.06242
H: -1.12637 -1.44636 0.25340
H: -0.27411 -0.80499 -1.31633
H: 1.04167 -0.15831 1.61807
H: 2.09797 0.16465 -1.04295

Charge: 0
HOMO-LUMO gap, eV: 8.305
LUMO energy, eV: 0.9
E_HOMO, eV: -7.37
Molecular weight, Da: 58.1

Atomic partial charges in e from the Mulliken method, atoms 1 to 5:
1. C -0.817
2. C -0.274
3. C -0.151
4. O -0.440
5. H 0.313



Preferred: #w; penalty for the next structure: 195.9 kJ/mol.



#w
Molecular formula: C6H6N2
Method: DFT, the ωB97M-V functional and the def2-TZVPD basis

Element x y z (Å)
C: -2.54005 -0.08012 -0.02023
C: -1.98358 1.12206 0.27511
C: -0.27865 -1.63238 0.07017
C: -1.16899 -0.63901 -0.20035
C: -0.73462 0.70329 -0.39573
C: 2.45225 0.58880 -0.11195
N: 1.00671 -1.21986 0.06698
N: 1.17607 0.02626 0.19614
H: -3.51151 -0.43553 -0.30379
H: -2.29522 2.04078 0.72802
H: -0.47281 -2.67568 0.24763
H: 3.20861 0.15798 0.54924
H: 2.74183 0.37906 -1.14430
H: 2.39996 1.66435 0.04305

Charge: 0
HOMO-LUMO gap, eV: 7.854
LUMO energy, eV: 0.0
E_HOMO, eV: -7.86
Molecular weight, Da: 106.1

Atomic partial charges in e from the Mulliken method, atoms 1 to 5:
1. C -0.484
2. C -0.246
3. C -0.597
4. C 0.781
5. C -0.308



#x
Molecular formula: C6H6N2
Method: DFT, the ωB97M-V functional and the def2-TZVPD basis

Element x y z (Å)
C: 0.25420 -0.55475 -0.11480
C: 0.59597 0.67104 -0.19232
C: -0.49522 1.58597 -0.63726
C: -1.61644 0.99061 -0.37323
C: -1.24453 -0.55112 0.32408
C: 1.89135 0.82777 -0.40452
H: 1.99041 -1.17436 0.72016
H: 0.72650 -2.45421 0.39432
H: -0.56365 2.63277 -0.81347
H: -2.73259 1.13937 -0.36201
H: -1.12733 -0.38295 1.69998
H: -1.87478 -1.51946 0.01933
N: 1.04639 -1.63322 0.02185
N: 3.14972 0.42253 -0.28210

Charge: 0
HOMO-LUMO gap, eV: 8.564
LUMO energy, eV: 0.0
E_HOMO, eV: -8.53
Molecular weight, Da: 106.1

Atomic partial charges in e from the Mulliken method, atoms 1 to 5:
1. C 0.403
2. C 0.285
3. C -0.901
4. C -0.159
5. C -0.489



Preferred: #x; penalty for the next structure: 38.3 kJ/mol.